No. 1
The following is a quantum chemistry calculation of one molecule with the formula HIN4 at a distorted geometry, from the Open Molecules 2025 dataset.

CARTESIAN COORDINATES (ANGSTROEM)
1 H 0.639 0.840 2.125
2 N 1.256 0.625 1.377
3 N 0.586 0.116 0.541
4 N 0.221 -0.684 -0.188
5 N -0.630 0.061 -1.505
6 I -2.072 -0.958 -2.350

Summary:
energy relative to the best compared isomer or geometry (same formula, charge and spin): 5.684 eV
frontier orbital gap (alpha / beta): 6.54 / 6.55 eV
SMILES: [H]/N=N/N=N/I
calculated total energy: -14070.1891 eV

No. 2
The following is a quantum chemistry calculation of C6H14N3Zn as an isolated structure at a distorted geometry, from the Open Molecules 2025 dataset.

CARTESIAN COORDINATES (ANGSTROEM)
1 C 0.149 -1.491 -2.829
2 Zn 1.103 0.901 -1.053
3 N 2.232 2.011 0.301
4 H 1.416 1.215 -2.544
5 H 1.730 2.718 0.851
6 H 1.106 -0.979 -2.634
7 H -0.028 -1.392 -3.903
8 H -0.683 -1.038 -2.275
9 H 0.246 -2.549 -2.565
10 H 2.596 1.301 0.937
11 H 3.018 2.469 -0.173
12 N -0.954 2.040 0.766
13 C -0.924 0.666 0.981
14 C -1.825 0.052 1.861
15 C -1.715 -1.313 2.096
16 C -0.686 -2.015 1.460
17 C 0.195 -1.342 0.624
18 N 0.081 -0.004 0.373
19 H -0.729 2.349 -0.185
20 H -1.788 2.501 1.121
21 H -2.594 0.667 2.327
22 H -2.406 -1.836 2.755
23 H -0.561 -3.088 1.590
24 H 1.022 -1.845 0.120

Summary:
energy relative to the best compared isomer or geometry (same formula, charge and spin): 0.000 eV
frontier orbital gap (alpha / beta): 2.57 / 4.48 eV
net charge: -1
calculated total energy: -59335.4157 eV

No. 3
The following is a quantum chemistry calculation of one molecule with the formula C4H9N3S at a distorted geometry, from the Open Molecules 2025 dataset.

CARTESIAN COORDINATES (ANGSTROEM)
1 N 0.910 -0.111 1.474
2 C 0.437 -0.223 0.108
3 C 0.904 0.977 -0.694
4 S 0.153 2.430 0.111
5 C 0.668 -1.730 -0.498
6 N -0.459 -2.443 -0.544
7 N -1.566 -1.812 -0.296
8 C -1.157 -0.321 0.184
9 H 0.592 -0.886 1.999
10 H 1.860 -0.367 1.403
11 H 0.191 0.938 -1.633
12 H 1.901 0.850 -1.110
13 H -0.471 3.185 -0.956
14 H 1.679 -2.357 -0.412
15 H -2.298 -2.017 -0.994
16 H -1.379 -0.241 1.384
17 H -1.830 0.350 -0.504

Summary:
energy relative to the best compared isomer or geometry (same formula, charge and spin): 3.837 eV
frontier orbital gap: 8.94 eV
SMILES: N[C@@]1(CS)C=NNC1
calculated total energy: -19595.7991 eV

No. 4
The following is a quantum chemistry calculation of C18H14O7 as an isolated structure at a distorted geometry, from the Open Molecules 2025 dataset.

CARTESIAN COORDINATES (ANGSTROEM)
1 C 2.959 3.610 0.717
2 C 3.597 2.834 -0.573
3 H 4.682 3.093 -0.694
4 H 2.992 3.114 -1.515
5 O 3.216 1.267 -0.606
6 C 3.999 0.649 0.332
7 O 4.937 1.067 0.997
8 C 3.668 -0.661 0.210
9 C 4.255 -1.692 0.898
10 C 3.581 -2.912 0.711
11 C 2.458 -2.257 -0.073
12 O 2.498 -1.043 -0.428
13 C 1.403 -3.392 -0.813
14 H 1.430 -4.164 -0.341
15 H 1.407 -3.157 -1.924
16 O 0.069 -2.698 -0.129
17 C -0.511 -2.082 -1.062
18 O -0.250 -1.743 -2.169
19 C -1.688 -1.263 -0.576
20 C -2.338 -0.181 -0.908
21 C -3.538 0.346 -0.568
22 C -4.189 1.630 -0.794
23 C -5.214 2.148 -0.303
24 C -5.852 1.413 0.890
25 C -5.241 0.366 0.959
26 C -4.005 -0.296 0.595
27 O -3.570 -1.654 1.092
28 C -2.418 -1.911 0.561
29 O -2.203 -3.156 1.188
30 H -5.643 -0.375 2.101
31 H -6.670 1.872 1.125
32 H -5.685 2.920 -0.851
33 H -3.577 2.084 -1.762
34 H -1.831 0.128 -1.876
35 H 3.688 -3.927 1.076
36 H 5.233 -1.437 1.630
37 H 3.466 3.311 1.359
38 H 1.846 3.431 1.029
39 H 3.038 4.719 0.497

Summary:
energy relative to the best compared isomer or geometry (same formula, charge and spin): 15.809 eV
frontier orbital gap: 7.89 eV
calculated total energy: -33209.8084 eV

Please write out number 2 again, unchanged.
The following is a quantum chemistry calculation of C6H14N3Zn as an isolated structure at a distorted geometry, from the Open Molecules 2025 dataset.

CARTESIAN COORDINATES (ANGSTROEM)
1 C 0.149 -1.491 -2.829
2 Zn 1.103 0.901 -1.053
3 N 2.232 2.011 0.301
4 H 1.416 1.215 -2.544
5 H 1.730 2.718 0.851
6 H 1.106 -0.979 -2.634
7 H -0.028 -1.392 -3.903
8 H -0.683 -1.038 -2.275
9 H 0.246 -2.549 -2.565
10 H 2.596 1.301 0.937
11 H 3.018 2.469 -0.173
12 N -0.954 2.040 0.766
13 C -0.924 0.666 0.981
14 C -1.825 0.052 1.861
15 C -1.715 -1.313 2.096
16 C -0.686 -2.015 1.460
17 C 0.195 -1.342 0.624
18 N 0.081 -0.004 0.373
19 H -0.729 2.349 -0.185
20 H -1.788 2.501 1.121
21 H -2.594 0.667 2.327
22 H -2.406 -1.836 2.755
23 H -0.561 -3.088 1.590
24 H 1.022 -1.845 0.120

Summary:
energy relative to the best compared isomer or geometry (same formula, charge and spin): 0.000 eV
frontier orbital gap (alpha / beta): 2.57 / 4.48 eV
net charge: -1
calculated total energy: -59335.4157 eV